1.
This record from the OMol25 dataset describes a structure of composition C16H16BCl2MnO4SeSi. The level of theory is ωB97M-V/def2-TZVPD.

Summary:
**Frontier orbital gap (spin up / spin down)**: 4.78 / 7.68 eV
**Energy above the lowest of the compared OMol25 structures with the same formula, charge and spin**: 9.22 kcal/mol
**Highest occupied orbital energy (spin up / spin down)**: -2.493 / -4.995 eV

```
! RIJCOSX wB97M-V def2-TZVPD def2/J DEFGRID3
* xyz -1 6
Mn 0.587 1.181 1.067
Cl -6.152 3.328 2.770
C -4.486 3.116 2.248
C -3.902 4.113 1.484
C -2.575 3.914 1.082
Cl -1.819 5.161 0.126
C -1.835 2.788 1.410
O -0.578 2.678 1.013
C -2.468 1.763 2.204
C -1.823 0.580 2.598
O -0.614 0.181 2.303
C -3.815 1.975 2.609
H -4.440 5.004 1.202
H -2.411 -0.095 3.228
H -4.312 1.224 3.210
C 4.729 -1.973 2.328
Si 3.189 -1.743 1.280
C 1.732 -2.646 2.029
C 3.505 -2.368 -0.460
Se 2.818 0.470 1.202
H 5.049 -3.018 2.342
H 4.535 -1.652 3.354
H 5.548 -1.364 1.940
H 1.927 -3.719 2.116
H 0.846 -2.501 1.408
H 1.507 -2.249 3.020
H 3.811 -3.418 -0.461
H 4.286 -1.777 -0.942
H 2.595 -2.268 -1.055
O 0.382 -0.791 -1.294
B 0.323 0.563 -0.931
O -0.114 1.327 -2.010
C -0.341 0.440 -3.029
C -0.795 0.694 -4.303
C -0.944 -0.410 -5.143
C -0.647 -1.697 -4.708
C -0.187 -1.940 -3.414
C -0.045 -0.843 -2.595
H -1.027 1.700 -4.623
H -1.303 -0.260 -6.153
H -0.778 -2.530 -5.386
H 0.044 -2.937 -3.064
*
```


2.
This record from the OMol25 dataset describes an isolated molecule of C16H16BClN2O3 at a distorted geometry. The level of theory is ωB97M-V/def2-TZVPD.

Summary:
**Frontier orbital gap**: 8.72 eV
**Structure (SMILES)**: Cc1cc(Cl)cc(CNC(=O)Nc2ccc3c(c2)B(O)OC3)c1
**Highest occupied orbital energy**: -8.167 eV

```
! RIJCOSX wB97M-V def2-TZVPD def2/J DEFGRID3
* xyz 0 1
C 0.725 3.350 0.086
C 1.359 2.621 -1.078
C 2.636 2.936 -1.414
C 3.286 2.203 -2.400
Cl 5.033 2.283 -2.551
C 2.553 1.366 -3.262
C 1.233 1.040 -2.905
C 0.505 0.136 -3.668
N 0.297 -1.153 -2.959
C -0.507 -1.166 -1.813
O -1.184 -0.188 -1.464
N -0.405 -2.275 -0.908
C -0.774 -2.132 0.433
C -0.757 -3.278 1.240
C -1.095 -3.341 2.569
C -1.589 -2.141 3.050
C -1.573 -1.004 2.297
C -1.164 -0.922 1.029
B -2.048 0.148 3.371
O -2.495 1.381 2.923
O -2.261 -0.516 4.645
C -1.825 -1.808 4.466
C 0.683 1.668 -1.788
H 0.239 2.608 0.749
H -0.013 3.979 -0.327
H 1.311 3.898 0.766
H 3.271 3.354 -0.595
H 3.003 1.034 -4.099
H 0.959 -0.088 -4.614
H -0.469 0.616 -3.904
H 1.146 -1.773 -2.875
H -0.382 -3.212 -1.278
H -0.600 -4.154 0.630
H -0.764 -4.069 3.278
H -1.299 0.013 0.490
H -3.078 1.825 3.571
H -2.652 -2.585 4.712
H -1.004 -2.083 5.149
H -0.301 1.426 -1.553
*
```


3.
This record from the OMol25 dataset describes a structure of composition C16H16BCuN9O7 at a distorted geometry. The level of theory is ωB97M-V/def2-TZVPD.

Summary:
**Frontier orbital gap (spin up / spin down)**: 5.24 / 6.20 eV
**Energy above the lowest of the compared OMol25 structures with the same formula, charge and spin**: 57.75 kcal/mol
**Highest occupied orbital energy (spin up / spin down)**: -7.983 / -8.675 eV

```
! RIJCOSX wB97M-V def2-TZVPD def2/J DEFGRID3
* xyz 0 2
H 1.300 2.867 0.333
N 0.945 1.380 -1.087
B 0.224 0.184 -3.243
N 0.588 1.436 -2.412
C 0.722 2.698 -2.878
Cu 2.795 -0.052 -0.396
H 0.575 2.981 -3.916
C 1.022 3.521 -1.790
H 1.195 4.584 -1.768
C 1.088 2.655 -0.702
H 0.365 0.432 -4.414
C -0.673 -1.104 1.319
H -0.448 -1.568 2.300
H -0.228 -1.649 0.547
H -1.538 -0.677 0.902
N -1.343 -0.140 -3.059
N 1.297 -0.947 -2.909
N -1.892 -0.251 -1.826
N 1.810 -1.088 -1.602
C -2.324 -0.301 -3.996
C 2.006 -1.770 -3.758
H -2.124 -0.166 -5.041
H 1.900 -1.740 -4.828
C -3.524 -0.527 -3.332
C 2.923 -2.542 -3.005
C -3.204 -0.508 -1.972
C 2.724 -2.097 -1.684
H -4.495 -0.688 -3.740
H 3.619 -3.293 -3.314
H -3.844 -0.724 -1.105
H 3.197 -2.445 -0.783
H -1.406 -0.039 2.319
O 3.412 1.111 7.253
N 2.176 1.106 7.074
O 1.367 1.183 8.018
C 1.663 1.041 5.715
C 2.575 0.992 4.665
C 2.152 0.868 3.341
C 0.732 0.723 3.000
O 0.342 0.474 1.785
C -0.202 0.907 4.152
C 0.296 1.028 5.461
N -1.602 0.783 4.086
O -2.364 1.034 5.019
O -2.122 0.406 2.932
N 3.336 0.836 2.469
O 4.392 1.166 3.071
O 3.451 0.411 1.271
H 3.648 1.013 4.863
H -0.392 1.133 6.296
*
```


4.
This record from the OMol25 dataset describes a structure of composition C16H16Br2F9N2O3SiTc. The level of theory is ωB97M-V/def2-TZVPD.

Summary:
**Frontier orbital gap (spin up / spin down)**: 7.02 / 7.16 eV
**Energy above the lowest of the compared OMol25 structures with the same formula, charge and spin**: 0.00 kcal/mol
**Highest occupied orbital energy (spin up / spin down)**: -12.390 / -12.233 eV

```
! RIJCOSX wB97M-V def2-TZVPD def2/J DEFGRID3
* xyz 1 2
Tc 0.345 -0.347 0.283
Br 1.119 3.194 1.918
C -0.605 3.232 1.138
Br -0.852 1.874 -0.279
H -0.776 4.170 0.627
H -1.363 3.018 1.880
O -1.178 -1.286 -0.365
N -1.189 -2.616 -0.337
N -0.077 -3.077 0.009
O 0.915 -2.280 0.305
C 0.160 -4.497 0.053
C -0.872 -5.361 -0.286
C -0.616 -6.720 -0.235
C 0.638 -7.183 0.143
C 1.649 -6.293 0.476
C 1.420 -4.927 0.437
H -1.840 -4.986 -0.582
H -1.399 -7.418 -0.494
H 0.828 -8.248 0.177
H 2.623 -6.659 0.768
H 2.194 -4.219 0.694
F 5.249 -0.677 0.657
C 3.943 -0.496 0.803
F 3.728 0.312 1.837
F 3.383 -1.670 1.102
C 3.312 0.099 -0.489
O 1.956 0.332 -0.285
C 3.930 1.504 -0.814
F 3.282 2.045 -1.842
F 3.798 2.322 0.227
F 5.218 1.418 -1.116
C 3.489 -0.853 -1.716
F 3.036 -2.078 -1.434
F 4.754 -0.958 -2.087
F 2.772 -0.393 -2.740
C -1.410 -1.168 5.717
Si -0.241 0.198 5.206
C 1.462 0.019 5.951
C -0.964 1.899 5.484
C -0.015 -0.013 3.355
C 0.132 -0.150 2.144
H -1.589 -1.109 6.793
H -0.994 -2.153 5.500
H -2.374 -1.084 5.215
H 1.412 0.140 7.036
H 2.148 0.777 5.568
H 1.890 -0.962 5.742
H -1.126 2.076 6.550
H -1.927 2.011 4.982
H -0.294 2.680 5.121
*
```


5.
This record from the OMol25 dataset describes a structure of composition C16H16Cl3F5IrO2 at a distorted geometry. The level of theory is ωB97M-V/def2-TZVPD.

Summary:
**Frontier orbital gap (spin up / spin down)**: 5.30 / 5.70 eV
**Energy above the lowest of the compared OMol25 structures with the same formula, charge and spin**: 26.41 kcal/mol
**Highest occupied orbital energy (spin up / spin down)**: -0.336 / -1.153 eV

```
! RIJCOSX wB97M-V def2-TZVPD def2/J DEFGRID3
* xyz -2 6
C 1.047 1.053 -1.352
C -0.110 1.485 -2.145
C -0.787 0.357 -2.647
C -0.541 2.874 -2.268
C -0.084 -0.815 -2.300
C 1.062 -0.455 -1.498
C 2.315 -1.261 -1.491
C 2.273 1.869 -1.217
C -2.071 0.410 -3.394
C -0.450 -2.195 -2.688
Ir 0.153 0.355 0.293
Cl -2.171 2.331 -0.187
Cl 0.143 2.158 1.651
Cl -1.959 -0.596 0.197
H 0.238 3.575 -1.969
H -1.440 2.981 -1.478
H -0.934 3.109 -3.263
H -2.752 1.151 -2.960
H -2.574 -0.565 -3.386
H -1.894 0.689 -4.444
H -1.472 -2.434 -2.378
H 0.230 -2.914 -2.221
H -0.389 -2.324 -3.779
H 2.071 -2.315 -1.343
H 2.951 -0.928 -0.675
H 2.833 -1.162 -2.457
H 2.007 2.832 -0.782
H 2.717 2.030 -2.203
H 2.989 1.376 -0.567
O 2.061 -0.132 1.007
H 1.896 -0.686 1.807
F -0.505 -0.842 7.679
C -0.449 -0.758 6.341
C 0.616 -0.092 5.732
F 1.563 0.494 6.484
C 0.718 -0.076 4.356
F 1.789 0.512 3.800
C -0.232 -0.738 3.505
O -0.091 -0.878 2.250
C -1.355 -1.329 4.196
F -2.308 -1.913 3.447
C -1.441 -1.367 5.571
F -2.461 -2.019 6.170
*
```


6.
This record from the OMol25 dataset describes an isolated molecule of C16H16ClN3. The level of theory is ωB97M-V/def2-TZVPD.

Summary:
**Frontier orbital gap**: 8.79 eV
**Structure (SMILES)**: CCn1c(NCc2ccccc2Cl)nc2ccccc21
**Energy above the lowest of the compared OMol25 structures with the same formula, charge and spin**: 0.00 kcal/mol
**Highest occupied orbital energy**: -8.007 eV

```
! RIJCOSX wB97M-V def2-TZVPD def2/J DEFGRID3
* xyz 0 1
C -2.005 0.002 -3.350
C -1.380 -0.798 -2.208
N -0.981 0.065 -1.128
C 0.276 0.522 -0.835
N 1.398 0.045 -1.504
C 1.867 -1.279 -1.072
C 2.349 -1.240 0.355
C 3.652 -0.847 0.635
C 4.098 -0.704 1.935
C 3.234 -0.946 2.989
C 1.932 -1.336 2.738
C 1.498 -1.480 1.430
Cl -0.138 -1.983 1.169
N 0.304 1.435 0.094
C -1.003 1.610 0.473
C -1.557 2.438 1.440
C -2.923 2.382 1.626
C -3.730 1.527 0.875
C -3.199 0.695 -0.092
C -1.829 0.750 -0.287
H -2.875 0.553 -3.000
H -2.311 -0.669 -4.148
H -1.282 0.712 -3.744
H -0.496 -1.321 -2.574
H -2.096 -1.533 -1.823
H 2.145 0.721 -1.364
H 1.050 -1.994 -1.176
H 2.680 -1.566 -1.742
H 4.324 -0.652 -0.189
H 5.116 -0.400 2.126
H 3.570 -0.830 4.008
H 1.248 -1.527 3.550
H -0.929 3.092 2.025
H -3.384 3.012 2.373
H -4.794 1.512 1.058
H -3.828 0.028 -0.662
*
```


7.
This record from the OMol25 dataset describes an isolated molecule of C16H16ClN5OS at a distorted geometry. The level of theory is ωB97M-V/def2-TZVPD.

Summary:
**Frontier orbital gap**: 8.83 eV
**Structure (SMILES)**: N#Cc1ccc(N(CC2CCCC2)C(=O)Nc2ncc(Cl)s2)cn1
**Energy above the lowest of the compared OMol25 structures with the same formula, charge and spin**: 15.19 kcal/mol
**Highest occupied orbital energy**: -8.978 eV

```
! RIJCOSX wB97M-V def2-TZVPD def2/J DEFGRID3
* xyz 0 1
N -5.534 0.395 -2.968
C -4.605 0.270 -2.297
C -3.378 0.141 -1.572
C -2.303 -0.539 -2.157
C -1.077 -0.691 -1.501
C -0.981 -0.114 -0.205
N 0.158 -0.293 0.601
C 1.537 -0.155 0.109
C 2.158 1.245 0.205
C 3.633 1.251 -0.156
C 3.942 2.588 -0.745
C 2.610 3.096 -1.301
C 1.469 2.272 -0.697
C -0.025 -0.423 1.971
O 0.587 0.252 2.748
N -1.035 -1.055 2.580
C -1.529 -2.275 2.178
N -0.969 -3.007 1.268
C -1.759 -4.188 1.083
C -2.908 -4.286 1.843
Cl -4.063 -5.607 1.843
S -2.993 -2.915 2.900
C -2.131 0.603 0.245
N -3.278 0.743 -0.385
H -2.388 -0.953 -3.151
H -0.239 -1.236 -1.904
H 1.572 -0.442 -0.935
H 2.194 -0.838 0.664
H 2.073 1.612 1.220
H 4.270 0.985 0.693
H 3.788 0.472 -0.885
H 4.314 3.239 0.074
H 4.672 2.525 -1.545
H 2.627 2.972 -2.382
H 2.460 4.164 -1.059
H 0.833 1.856 -1.491
H 0.884 2.960 -0.068
H -1.031 -0.857 3.609
H -1.485 -4.943 0.384
H -2.069 1.176 1.183
*
```


8.
This record from the OMol25 dataset describes a structure of composition C16H16F2N10PdSeSi at a distorted geometry. The level of theory is ωB97M-V/def2-TZVPD.

Summary:
**Frontier orbital gap (spin up / spin down)**: 2.63 / 3.41 eV
**Energy above the lowest of the compared OMol25 structures with the same formula, charge and spin**: 28.57 kcal/mol
**Highest occupied orbital energy (spin up / spin down)**: 1.170 / -1.923 eV

```
! RIJCOSX wB97M-V def2-TZVPD def2/J DEFGRID3
* xyz -2 3
Pd 9.176 8.806 10.686
N 11.273 10.766 12.789
C 10.289 10.034 13.396
N 10.110 9.960 14.748
N 9.135 9.056 14.847
N 8.678 8.604 13.652
N 9.455 9.168 12.720
C 11.700 10.509 11.519
N 12.845 10.936 10.999
N 12.837 10.463 9.749
N 11.709 9.819 9.511
N 10.933 9.850 10.627
H 11.961 11.225 13.398
F 9.135 11.322 5.832
C 8.634 10.277 6.604
C 9.169 10.164 7.894
C 8.663 9.161 8.741
C 7.569 8.395 8.280
C 7.032 8.559 6.951
F 5.907 7.818 6.648
C 7.627 9.433 6.081
C 6.830 7.714 9.332
C 5.542 7.131 9.242
C 5.248 6.151 10.198
C 5.965 6.071 11.362
C 7.138 6.850 11.489
N 7.442 7.771 10.571
H 9.807 11.013 8.261
H 7.302 9.643 5.056
H 4.875 7.454 8.383
H 4.461 5.387 10.033
H 5.576 5.498 12.226
H 7.745 6.836 12.411
C 6.927 14.211 10.930
Si 7.733 15.908 10.752
C 6.721 17.236 11.603
C 8.109 16.181 8.912
Se 9.676 15.849 11.836
H 5.924 14.216 10.439
H 6.608 14.036 12.017
H 7.469 13.340 10.550
H 5.737 16.770 11.723
H 6.490 18.179 10.988
H 7.253 17.486 12.562
H 7.278 15.748 8.337
H 9.011 15.615 8.668
H 8.211 17.279 8.642
*
```


Number 1: calculated total energy -5707.65122 hartree. Number 2: calculated total energy -1439.63442 hartree. Number 3: calculated total energy -3303.67451 hartree. Number 4: calculated total energy -7371.29982 hartree. Number 5: calculated total energy -2753.84767 hartree. Number 6: calculated total energy -1243.79618 hartree. Number 7: calculated total energy -1826.67873 hartree. Number 8: calculated total energy -4185.36852 hartree.